The following is a DFT calculation (ωB97M-V/def2-TZVPD) of a gas-phase ion, CH4NO3 (charge -1).

```
9
Properties=species:S:1:pos:R:3:forces:R:3
O 0.28205 -1.36504 0.31191 0.5 -0.1 -0.1
C 0.50684 -0.13716 -0.15276 -0.6 -1.3 1.8
O 1.69329 0.46536 0.41671 0.2 0.2 1.3
N -0.68892 0.69776 0.29524 0.4 2.1 -2.0
O -1.77620 -0.22892 0.30430 0.2 0.0 0.0
H 0.51050 -0.13178 -1.26887 1.0 0.5 0.3
H 1.70526 0.32579 1.44313 -0.7 0.0 -3.1
H -0.80682 1.35795 -0.57439 -0.3 -1.4 2.0
H -1.09561 -1.03994 0.45602 -0.6 0.1 -0.3
```
Forces are in eV/Å.

Summary:
Kohn-Sham gap = 7.65 eV
E_tot = -8733.020 eV
largest force on an atom = 3.14 eV Å⁻¹
relative energy (zero: lowest compared OMol25 entry of this formula, charge and spin) = 90.5 kcal/mol
LUMO level = 0.165 Eh
2S+1 = 1
SMILES = [O-][C@H](O)NO
total charge = -1

=====

The following is a DFT calculation (ωB97M-V/def2-TZVPD) of 2 unconnected molecules or ions with the total composition CH4NO3.

```
9
Properties=species:S:1:pos:R:3:forces:R:3
C -1.06915 -0.21107 0.08591 2.5 0.3 1.9
N 1.13047 0.47584 -0.06302 -1.7 1.2 1.5
O -1.41425 1.00209 0.18255 -1.8 3.0 -3.5
O -1.21061 0.16246 1.32065 0.0 -2.7 2.9
O -0.88598 -1.13742 -0.69109 -0.4 -3.3 -0.9
H 1.71454 -0.29764 -0.16184 1.5 -1.0 -0.3
H 1.45089 1.16103 0.62649 0.1 -0.6 -0.2
H 0.94600 0.96820 -0.90112 0.4 0.3 -1.2
H -0.66191 -2.12349 -0.39853 -0.7 2.7 -0.2
```
Forces are in eV/Å.

Summary:
Kohn-Sham gap = 10.96 eV
E_tot = -8721.433 eV
largest force on an atom = 4.93 eV Å⁻¹
relative energy (zero: lowest compared OMol25 entry of this formula, charge and spin) = 60.5 kcal/mol
LUMO level = -0.178 Eh
2S+1 = 1
total charge = +1

=====

The following is a DFT calculation (ωB97M-V/def2-TZVPD) of a molecular structure, CH4NO3P.

```
10
Properties=species:S:1:pos:R:3:forces:R:3
C 0.58789 0.12400 -0.46835 0.7 2.1 2.2
N 0.91194 0.95134 0.33217 1.1 -0.4 2.1
O -1.97952 -0.61902 0.59984 0.2 0.4 -0.5
O -1.94463 -2.64203 -0.78783 0.8 -1.3 0.7
O 0.13000 -0.47421 -1.32958 -0.2 -2.0 -2.6
P -2.04339 -1.04299 -0.82198 -1.4 -0.2 1.2
H 2.27857 2.67055 0.25219 0.4 2.0 1.9
H 1.35701 0.83712 1.28066 -0.9 0.1 -1.9
H -1.66302 -3.04594 0.09015 -0.6 0.9 -1.3
H 2.36515 3.24118 0.85273 -0.1 -1.6 -1.8
```
Forces are in eV/Å.

Summary:
Kohn-Sham gap = 10.63 eV
E_tot = -18022.814 eV
largest force on an atom = 3.26 eV Å⁻¹
relative energy (zero: lowest compared OMol25 entry of this formula, charge and spin) = 46.2 kcal/mol
LUMO level = 0.022 Eh
2S+1 = 1
total charge = 0

=====

The following is a DFT calculation (ωB97M-V/def2-TZVPD) of 2 unconnected molecules or ions with the total composition CH4NO3S.

```
10
Properties=species:S:1:pos:R:3:forces:R:3
C -1.09693 -0.77982 -0.34192 0.6 -0.9 0.2
N 1.60559 1.04250 1.38899 0.2 -2.8 1.2
O 1.04576 -0.61054 -1.77954 0.3 -0.6 -0.1
O -0.34870 1.38421 -1.66571 -0.8 0.4 -0.1
O 1.50040 -0.02017 2.05996 0.4 2.3 -1.0
S 0.25393 0.27433 -0.89962 1.1 0.6 0.0
H -1.44625 -0.26941 0.53500 -1.3 0.6 0.0
H -1.75901 -1.06863 -1.17743 0.0 0.4 0.6
H -0.63096 -1.64789 0.14485 0.1 -0.2 -0.6
H 0.87616 1.69542 1.73542 -0.5 0.1 -0.2
```
Forces are in eV/Å.

Summary:
Kohn-Sham gap (alpha / beta) = 6.78 / 6.76 eV
E_tot = -19567.335 eV
largest force on an atom = 3.00 eV Å⁻¹
relative energy (zero: lowest compared OMol25 entry of this formula, charge and spin) = 78.3 kcal/mol
LUMO level (alpha / beta) = 0.138 / 0.138 Eh
2S+1 = 1
total charge = -1

=====

E_tot of number 2 (CH4NO3)? -8721.433 eV